{
  "formula": "C39H49BGe2IO2Re",
  "method": "ωB97M-V/def2-TZVPD",
  "symbols": ["Re", "C", "C", "Ge", "C", "C", "C", "C", "Ge", "C", "C", "C", "C", "C", "C", "C", "C", "C", "C", "H", "H", "H", "H", "H", "H", "H", "H", "H", "H", "H", "H", "H", "H", "H", "H", "H", "H", "H", "H", "H", "H", "H", "H", "H", "H", "I", "C", "C", "C", "C", "C", "C", "C", "C", "C", "C", "H", "H", "H", "H", "H", "H", "C", "C", "C", "O", "B", "O", "C", "C", "C", "H", "H", "H", "H", "H", "H", "H", "H", "H", "H", "H", "H", "C", "C", "C", "C", "C", "C", "C", "H", "H", "H", "H", "H"],
  "coordinates": [[0.46932, 0.16115, -0.53399], [4.15262, -4.36070, 1.93076], [2.99033, -4.71575, 1.00548], [1.48204, -3.49876, 1.04211], [0.13761, -3.86433, -0.30836], [-1.26847, -3.34746, -0.02904], [1.13753, -2.72336, 2.75101], [0.62136, -1.53132, 3.07626], [-0.12757, -0.11183, 1.90934], [1.07088, 1.45747, 1.76368], [0.47655, 2.73661, 2.35711], [-1.87917, 0.30996, 2.64471], [-2.87058, -0.85054, 2.58799], [0.40535, -1.20974, 4.51203], [-0.22458, -2.13745, 5.34358], [-0.44594, -1.84531, 6.68017], [-0.03174, -0.62995, 7.20526], [0.60044, 0.29739, 6.38830], [0.80563, 0.01664, 5.04744], [4.91443, -5.13779, 1.89482], [3.83462, -4.26279, 2.96826], [4.63312, -3.42380, 1.64386], [2.55456, -5.68304, 1.28349], [3.31033, -4.82929, -0.03337], [0.15384, -4.95956, -0.35463], [0.51699, -3.52520, -1.27495], [-1.64134, -3.67451, 0.94167], [-1.95567, -3.71817, -0.79057], [-1.30076, -2.25876, -0.05379], [1.47255, -3.35969, 3.57082], [1.36674, 1.68681, 0.70493], [2.03011, 1.18369, 2.20994], [-0.48840, 2.96644, 1.91049], [1.12507, 3.59344, 2.18149], [0.33323, 2.61970, 3.43284], [-2.27172, 1.18468, 2.12518], [-1.69721, 0.61139, 3.67814], [-3.09346, -1.14008, 1.55959], [-3.81213, -0.57324, 3.06032], [-2.48986, -1.72882, 3.11296], [-0.56437, -3.08037, 4.93354], [-0.94516, -2.56694, 7.31221], [-0.20253, -0.40454, 8.24876], [0.93569, 1.24040, 6.79805], [1.31536, 0.74662, 4.42645], [2.94548, -1.22498, 0.01503], [2.94770, -1.98220, -1.93963], [4.04271, -2.70642, -2.31660], [4.07838, -3.23703, -3.61732], [3.02246, -3.01074, -4.45188], [1.89442, -2.25724, -4.04652], [0.84145, -2.03830, -4.96326], [-0.24087, -1.29700, -4.59825], [-0.32160, -0.76640, -3.30106], [0.65829, -0.93251, -2.32912], [1.81298, -1.70193, -2.73430], [4.87531, -2.86161, -1.64319], [4.93696, -3.80731, -3.94123], [3.03336, -3.40588, -5.45954], [0.92017, -2.46328, -5.95561], [-1.04364, -1.11059, -5.29834], [-1.19982, -0.17970, -3.07557], [0.56903, 4.08348, -4.14605], [-0.24860, 3.68887, -2.93315], [-1.73368, 3.82121, -3.23301], [-0.00193, 2.27131, -2.64595], [0.04451, 2.14342, -1.28857], [-0.00302, 3.31379, -0.60616], [0.18373, 4.38340, -1.60091], [1.66340, 4.73503, -1.55821], [-0.66462, 5.56774, -1.19122], [0.19724, 3.55508, -5.02323], [1.62223, 3.84244, -4.02206], [0.47474, 5.15353, -4.33473], [-1.98631, 3.15726, -4.05911], [-1.98492, 4.83992, -3.52665], [-2.34751, 3.54786, -2.37450], [2.28365, 3.88390, -1.84335], [1.92712, 5.03432, -0.54422], [1.89201, 5.56375, -2.22676], [-1.71039, 5.29313, -1.06703], [-0.60230, 6.35370, -1.94480], [-0.29839, 5.97620, -0.25006], [-1.25198, 0.43155, -0.72193], [-2.65602, 0.60649, -0.82191], [-3.44585, -0.42888, -1.34321], [-4.81595, -0.26567, -1.41725], [-5.39782, 0.91970, -0.97905], [-4.61718, 1.95013, -0.46559], [-3.24600, 1.80161, -0.38536], [-2.97700, -1.34282, -1.68395], [-5.43359, -1.05769, -1.81709], [-6.47072, 1.04249, -1.03835], [-5.08264, 2.86572, -0.12819], [-2.62065, 2.59183, 0.01368]],
  "lowdin_charge": [0.97, -0.16, -0.36, 0.93, -0.33, -0.15, -0.24, -0.33, 0.88, -0.40, -0.13, -0.32, -0.14, -0.28, -0.04, -0.05, -0.05, -0.05, -0.05, 0.08, 0.07, 0.04, 0.09, 0.07, 0.09, 0.05, 0.08, 0.09, 0.01, 0.08, 0.01, 0.07, 0.07, 0.09, 0.07, 0.05, 0.08, 0.05, 0.08, 0.06, 0.12, 0.12, 0.12, 0.11, 0.10, 1.38, -0.56, -0.13, -0.04, 0.01, -0.15, 0.01, -0.03, -0.08, -0.22, -0.25, 0.11, 0.12, 0.13, 0.13, 0.12, 0.09, 0.01, -0.44, 0.01, 0.10, -0.76, 0.09, -0.44, 0.00, 0.01, 0.10, 0.09, 0.11, 0.10, 0.10, 0.08, 0.10, 0.10, 0.10, 0.09, 0.11, 0.10, -0.18, -0.27, -0.02, -0.04, -0.03, -0.03, -0.03, 0.11, 0.12, 0.12, 0.12, 0.12],
  "homo_energy_ev": -13.35,
  "energy_ev": -169258.3186,
  "e_above_lowest_kj_mol": 0.0,
  "gap_ev": 7.0,
  "charge": 2
}

***

{
  "formula": "C39H49Cl5N6OPRe",
  "method": "ωB97M-V/def2-TZVPD",
  "symbols": ["Re", "C", "C", "C", "C", "N", "C", "C", "C", "C", "C", "C", "C", "H", "H", "H", "H", "H", "H", "H", "H", "C", "N", "C", "N", "C", "N", "C", "P", "C", "C", "H", "H", "H", "H", "H", "H", "H", "H", "H", "H", "H", "H", "Cl", "C", "C", "C", "Cl", "C", "Cl", "C", "Cl", "C", "Cl", "C", "C", "C", "C", "C", "C", "C", "C", "C", "C", "C", "C", "O", "H", "H", "H", "H", "H", "H", "H", "H", "H", "H", "H", "H", "H", "H", "H", "H", "H", "C", "C", "C", "C", "N", "N", "H", "H", "H", "H", "H", "H", "H", "H", "H", "H", "H", "H"],
  "coordinates": [[0.67248, 0.05661, 0.19044], [0.25313, 0.44786, 4.62722], [1.45188, 1.02927, 5.00938], [2.41811, 1.24443, 4.04836], [2.17795, 0.88941, 2.72865], [0.99133, 0.36917, 2.36091], [0.06061, 0.13748, 3.29929], [3.16459, 0.93589, 1.66961], [4.48458, 1.33597, 1.87756], [5.41329, 1.25282, 0.86050], [5.03329, 0.73826, -0.37143], [3.71820, 0.36037, -0.58347], [2.75457, 0.46795, 0.41967], [-0.53180, 0.23913, 5.33968], [1.63531, 1.29441, 6.04193], [3.36574, 1.68253, 4.32133], [-0.86889, -0.31147, 2.98413], [4.79604, 1.71230, 2.84265], [6.43449, 1.56669, 1.02813], [5.75862, 0.62276, -1.16622], [3.45749, -0.06153, -1.54610], [0.89684, 2.85573, -4.57759], [0.56635, 2.62945, -3.30822], [-1.30260, 2.55709, -2.21717], [-2.19811, 2.03747, -3.27390], [-1.65844, 2.01940, -4.74047], [-0.16799, 1.63095, -5.10246], [0.17596, 0.21993, -4.31862], [-0.29608, 0.36169, -2.46041], [1.28030, 1.37752, -1.61486], [-2.22355, 0.52941, -2.74193], [1.93745, 2.61679, -4.81650], [0.63322, 3.84104, -4.96904], [-1.40291, 3.76163, -2.69735], [-1.99565, 2.81949, -1.40533], [-1.83492, 3.01648, -5.13762], [-2.26871, 1.28899, -5.26306], [1.22914, 0.00661, -4.49023], [-0.41250, -0.59584, -4.73229], [2.25249, 1.28069, -2.09008], [-0.20860, 1.70941, -1.14292], [-2.86867, 0.53224, -1.86737], [-2.54144, -0.21176, -3.47335], [0.15871, 2.17480, -2.08331], [0.45953, 3.26061, -1.05698], [0.33832, 2.86985, 0.39846], [-0.25766, 3.76343, 1.21769], [-0.71224, 3.35293, 2.85033], [-0.44731, 5.12496, 0.80145], [-1.44220, 6.18775, 1.67576], [0.28950, 5.57440, -0.31108], [0.42792, 7.24804, -0.64536], [0.89751, 4.62778, -1.11614], [2.13853, 5.05556, -2.22764], [-0.72853, -2.63021, -2.73439], [-1.41607, -3.28094, -1.53789], [-2.30231, -2.29008, -0.77648], [-0.39812, -3.96317, -0.65148], [-0.51626, -5.34502, -0.57067], [0.39506, -6.11674, 0.10862], [1.48553, -5.49098, 0.66634], [1.65939, -4.11063, 0.63556], [2.97732, -3.63180, 1.20267], [3.78937, -3.01205, 0.06403], [2.79402, -2.69608, 2.37688], [0.65838, -3.29295, 0.01830], [0.65122, -1.89576, 0.03504], [-1.43962, -2.47934, -3.55022], [0.08800, -3.25278, -3.10120], [-0.31353, -1.66700, -2.45536], [-2.06589, -4.06429, -1.93068], [-1.72183, -1.40231, -0.52779], [-2.68221, -2.75453, 0.13497], [-3.15513, -1.98704, -1.38848], [-1.34896, -5.82284, -1.07190], [0.27729, -7.19023, 0.16673], [2.25025, -6.08984, 1.14541], [3.52063, -4.50696, 1.56312], [3.24266, -2.18506, -0.37626], [3.97321, -3.75630, -0.71233], [4.74957, -2.63987, 0.42641], [2.16127, -1.88062, 2.08901], [3.75599, -2.29706, 2.70298], [2.32699, -3.21641, 3.21607], [-4.32098, -0.45712, 3.54337], [-3.94709, 0.06229, 2.15787], [-4.05089, 1.58451, 2.14183], [-4.86798, -0.54247, 1.09662], [-2.53637, -0.36506, 1.93323], [-1.77384, 0.42092, 1.02396], [-5.36801, -0.23891, 3.75565], [-3.70475, 0.02378, 4.30334], [-4.17356, -1.53700, 3.60619], [-5.06331, 1.87630, 2.41766], [-3.85002, 2.00693, 1.15497], [-3.36187, 2.02821, 2.86269], [-5.89584, -0.21255, 1.24921], [-4.85253, -1.63321, 1.14699], [-4.56599, -0.23685, 0.09000], [-2.51931, -1.32915, 1.62029], [-1.58752, 1.30489, 1.49582], [-2.31101, 0.65856, 0.18871]],
  "lowdin_spin": [1.70, 0.00, 0.01, 0.00, 0.01, 0.00, 0.01, 0.02, 0.00, 0.03, 0.00, 0.03, -0.02, 0.00, 0.00, 0.00, 0.00, 0.00, 0.00, 0.00, 0.00, 0.00, 0.00, 0.01, 0.00, 0.00, 0.00, 0.00, 0.09, 0.23, 0.08, 0.00, 0.00, 0.00, 0.00, 0.00, 0.00, 0.00, 0.00, 0.01, 0.02, 0.00, 0.01, 0.09, -0.05, 0.06, -0.02, -0.01, 0.18, 0.06, -0.01, -0.01, 0.14, 0.05, 0.00, 0.00, 0.00, 0.01, 0.00, 0.01, 0.00, 0.02, 0.00, 0.00, 0.00, 0.00, 0.21, 0.00, 0.00, 0.00, 0.00, 0.00, 0.00, 0.00, 0.00, 0.00, 0.00, 0.00, 0.00, 0.00, 0.00, 0.00, 0.00, 0.00, 0.00, 0.00, 0.00, 0.00, 0.00, 0.04, 0.00, 0.00, 0.00, 0.00, 0.00, 0.00, 0.00, 0.00, 0.00, 0.00, 0.00, 0.00],
  "homo_energy_ev": [-9.69, -10.46],
  "energy_ev": -126219.0957,
  "multiplicity": 4,
  "e_above_lowest_kj_mol": 3187.8,
  "gap_ev": [5.8, 6.0],
  "charge": 1
}